6
Properties=species:S:1:pos:R:3:forces:R:3 method="wB97M-V/def2-TZVPD" lumo_ev="0.77 / -0.78" multiplicity=3 e_above_lowest_kcal_mol=0.00 e_homo_ev="-10.1 / -11.2" s_squared=2.01 orbital_gap_ha="0.4003 / 0.3834"
C 0.93174 0.26311 -0.05068 -0.6730 -0.0952 -0.0347
N -1.84013 -1.14773 0.09078 0.7032 -1.5249 0.0570
O 0.41663 1.32398 -0.14971 0.0793 -0.0666 -0.0043
Cl 2.64289 0.04632 0.10552 0.6296 -0.0578 0.0479
Cl -2.55511 0.22164 0.04133 -0.8995 1.4882 -0.0501
H 0.40399 -0.70731 -0.03724 0.1603 0.2563 -0.0158


5
Properties=species:S:1:pos:R:3:forces:R:3 method="wB97M-V/def2-TZVPD" lumo_ev=0.33 e_above_lowest_kcal_mol=7.83 e_homo_ev=-11.2 orbital_gap_ha=0.4248
C 1.19482 15.49152 10.38728 -0.0660 0.6765 -0.2392
Cl 0.93153 16.61753 9.03942 -0.2694 0.2918 0.2504
Cl 0.20555 14.01078 9.98467 1.1201 1.0594 1.0217
Cl 0.92701 16.28017 12.00966 -0.4025 -0.7939 -1.0812
H 2.28275 15.42645 10.37041 -0.3822 -1.2339 0.0482


8
Properties=species:S:1:pos:R:3:forces:R:3 method="wB97M-V/def2-TZVPD" lumo_ev=-0.83 e_above_lowest_kcal_mol=22.05 e_homo_ev=-10.1 orbital_gap_ha=0.3416
C -0.78726 0.86797 1.24049 -0.9492 0.5509 0.1803
N -0.23894 -0.23114 0.72196 1.8394 -0.7806 -2.2908
O -0.98901 1.89814 0.63448 -0.0785 0.2872 0.8269
P 0.45152 -0.46589 -0.70386 0.2906 -0.4755 1.2038
Cl -0.21855 -0.02008 -2.57125 -0.0603 0.1644 0.8909
Cl 0.40266 -2.42301 -0.61216 0.1048 -1.2307 -0.7325
Cl 2.49417 -0.18990 -0.98915 -1.1795 0.3843 0.4154
H -1.11458 0.56392 2.27948 0.0328 1.1001 -0.4938


8
Properties=species:S:1:pos:R:3:forces:R:3 method="wB97M-V/def2-TZVPD" lumo_ev=-1.09 e_above_lowest_kcal_mol=80.32 e_homo_ev=-9.5 orbital_gap_ha=0.3082
C -0.18245 0.63732 0.01019 1.1412 -6.4166 -1.4535
O -0.24948 -0.17419 1.09171 0.6449 0.5900 1.2957
O -0.40853 -0.59472 -1.28076 0.4991 1.3327 1.3425
O 0.89709 1.29067 -0.31512 0.6435 1.1016 0.6374
Cl -1.77431 -0.90828 1.37692 0.8470 0.7988 -0.3726
Cl 0.35066 -2.01276 -0.80053 -0.1238 0.1392 -0.4389
Cl 2.40430 0.67446 0.11259 -0.1104 -0.2467 0.0862
H -1.03727 1.08750 -0.19501 -3.5415 2.7010 -1.0969


7
Properties=species:S:1:pos:R:3:forces:R:3 method="wB97M-V/def2-TZVPD" lumo_ev=-0.71 e_above_lowest_kcal_mol=15.03 e_homo_ev=-9.1 orbital_gap_ha=0.3072
C -1.45845 -0.81419 0.18268 0.0277 1.8486 0.0578
P -0.21984 0.11180 0.93516 -1.2274 -1.8055 0.0760
Cl 2.55209 0.48952 -0.12353 3.5994 0.5423 -1.5455
Cl -1.97517 -2.28515 0.92570 0.1768 0.3188 -0.5360
Cl -2.45016 -0.11956 -1.12999 0.5422 -1.1587 0.9711
Cl -0.26701 1.83203 -0.05512 -0.2596 0.9435 -0.4200
H 3.81854 0.78555 -0.73490 -2.8590 -0.6890 1.3967


6
Properties=species:S:1:pos:R:3:forces:R:3 method="wB97M-V/def2-TZVPD" lumo_ev="-1.05 / -1.04" e_above_lowest_kcal_mol=89.60 e_homo_ev="-9.7 / -8.8" orbital_gap_ha="0.3168 / 0.2841"
C 0.85245 0.71478 0.03087 -0.2277 -1.3174 -0.3029
N -1.39529 -0.35320 -0.47242 0.5799 0.0636 -1.4630
F 1.17149 1.93234 -0.29850 0.0134 -0.5517 0.3347
S 1.55390 -0.62357 0.48334 1.1172 1.8625 -0.0014
Cl -0.81409 -1.85337 -0.10884 -1.0974 -0.3417 0.0366
H -1.36846 0.18302 0.36556 -0.3854 0.2846 1.3959


7
Properties=species:S:1:pos:R:3:forces:R:3 method="wB97M-V/def2-TZVPD" lumo_ev=3.73 e_above_lowest_kcal_mol=18.78 e_homo_ev=-3.7 orbital_gap_ha=0.2716 charge=-1
C -0.77528 0.31705 0.19373 2.8417 -1.3495 1.3260
O 2.05677 0.18004 0.19057 -0.2770 -0.2513 0.0436
O 1.00746 -0.84996 -1.76967 -0.0958 -0.1242 -0.6045
F -1.64734 0.45019 -0.82161 -0.2798 0.2810 0.9548
S 1.10801 -0.83715 -0.31391 -0.9907 1.0928 0.7879
Cl -1.43953 -0.49464 1.87020 -0.1203 0.6010 -1.5508
H -0.31010 1.23447 0.65069 -1.0781 -0.2499 -0.9569


6
Properties=species:S:1:pos:R:3:forces:R:3 method="wB97M-V/def2-TZVPD" lumo_ev="-2.97 / -2.98" e_above_lowest_kcal_mol=84.32 e_homo_ev="-9.9 / -10.1" orbital_gap_ha="0.2537 / 0.2616"
C -0.55151 -0.49029 -0.01511 3.7897 -0.7085 -1.2061
N -1.64102 0.04673 -0.02128 -4.3823 1.6368 0.3482
O 0.03717 -1.50232 0.29372 0.3600 -1.8605 1.1740
Cl 0.27915 -4.05631 -0.32400 -0.0538 -0.0099 0.0009
I -2.44313 1.78876 -0.50203 0.2935 -0.0967 0.0148
H 0.25784 0.03904 -0.60410 -0.0070 1.0387 -0.3319


9
Properties=species:S:1:pos:R:3:forces:R:3 method="wB97M-V/def2-TZVPD" lumo_ev=2.88 e_above_lowest_kcal_mol=56.04 e_homo_ev=-5.3 orbital_gap_ha=0.3014 charge=-1
C -1.99873 -0.00387 0.31063 1.5302 2.1566 -2.1870
N -2.94671 -1.82512 0.33593 -0.9968 -1.8081 0.5999
N -2.57679 -0.83372 1.12008 -0.5070 -0.8785 0.3338
N -1.98752 -0.46533 -1.03493 0.0428 1.0072 2.4220
N -2.59834 -1.61112 -0.91274 0.0931 0.3141 -0.1311
O 0.85138 1.00617 0.33647 -1.7540 0.2192 1.1128
P -1.26726 1.48611 1.04912 2.7377 -2.9186 -1.4766
Cl -1.26160 2.62631 -0.55882 -0.1980 1.1906 -0.8378
H 1.24004 0.11886 0.51421 -0.9479 0.7176 0.1639


7
Properties=species:S:1:pos:R:3:forces:R:3 method="wB97M-V/def2-TZVPD" lumo_ev=3.55 e_above_lowest_kcal_mol=49.85 e_homo_ev=-3.0 orbital_gap_ha=0.2425 charge=-1
C 1.75952 -0.86349 0.05362 0.0511 -0.6796 0.0741
N -0.60533 0.72209 0.42503 1.6299 -0.1554 1.5324
O 2.11681 -1.11916 1.12407 0.0470 0.3227 0.7580
O 1.50748 -0.77805 -1.06497 0.0056 0.3970 -0.9378
S -1.39375 -0.07795 -0.65139 -3.4964 -1.5390 -0.0841
Cl -0.48356 2.45467 0.09596 -0.1335 1.1803 -0.1513
H -2.90116 -0.33810 0.01768 1.8963 0.4740 -1.1913


6
Properties=species:S:1:pos:R:3:forces:R:3 method="wB97M-V/def2-TZVPD" lumo_ev="-4.19 / -4.19" e_above_lowest_kcal_mol=108.84 e_homo_ev="-8.6 / -8.6" orbital_gap_ha="0.1611 / 0.1610"
C 1.98628 -0.45309 -0.05932 -0.5142 -2.2559 -1.3534
N 1.68535 0.40567 0.67762 -1.4686 2.8608 2.0800
O 2.15859 -1.38565 -0.76308 0.8268 -0.8121 -0.9387
P -1.90097 -0.22242 0.03639 1.1243 -2.8053 -1.5926
Cl -2.17342 1.29855 -1.09323 -0.2060 1.3714 -0.7358
H -1.75584 0.35695 1.20161 0.2376 1.6412 2.5406


6
Properties=species:S:1:pos:R:3:forces:R:3 method="wB97M-V/def2-TZVPD" lumo_ev="-0.27 / -4.71" multiplicity=3 e_above_lowest_kcal_mol=37.73 e_homo_ev="-7.2 / -10.6" s_squared=2.01 orbital_gap_ha="0.2531 / 0.2161"
C -1.60653 0.38610 -0.39788 1.8628 0.3126 1.0354
N -2.65161 -0.05351 -0.38632 -2.9785 -0.9938 -0.3033
O -0.40073 0.74467 -0.28851 0.5113 1.0351 -0.5733
P 1.22232 0.41864 0.53604 0.0994 -2.5493 0.5111
Cl 2.45471 -0.56497 -0.70554 0.9913 0.2955 -0.2210
H 0.98184 -0.93092 1.24222 -0.4864 1.8999 -0.4488


6
Properties=species:S:1:pos:R:3:forces:R:3 method="wB97M-V/def2-TZVPD" lumo_ev=0.53 e_above_lowest_kcal_mol=40.77 e_homo_ev=-11.4 orbital_gap_ha=0.4400
C -1.83507 -0.17823 -0.06327 2.7085 -2.5566 -0.1229
O -1.34617 -1.28872 -0.11922 -0.6846 2.4040 0.1606
O 0.18158 0.95348 0.19688 2.1551 -1.2373 -1.7408
O -1.15405 1.01029 -0.11178 -2.5888 0.3843 -0.1280
Cl -3.49357 0.09272 0.05544 -0.8597 0.5198 -0.0320
H 0.60514 0.67609 -0.68942 -0.7305 0.4858 1.8630


7
Properties=species:S:1:pos:R:3:forces:R:3 method="wB97M-V/def2-TZVPD" lumo_ev=-1.40 e_above_lowest_kcal_mol=105.45 e_homo_ev=-9.7 orbital_gap_ha=0.3049
C -0.37078 0.27329 -0.38708 -3.0153 -2.2207 2.0993
O -0.55761 0.77095 -1.41278 0.4627 0.5031 -0.0372
O 0.52001 -0.26202 0.38311 1.3051 -0.2295 -0.0467
O -1.80445 -0.26383 0.62755 2.5231 1.3530 -1.7697
S 2.23192 -0.11404 -0.05927 0.4369 -0.9704 -0.0460
Cl -2.84047 1.04240 0.75795 0.0476 -0.1485 -0.1240
H 2.82138 -1.44676 0.09053 -1.7601 1.7131 -0.0757


6
Properties=species:S:1:pos:R:3:forces:R:3 method="wB97M-V/def2-TZVPD" lumo_ev="-0.90 / -1.84" e_above_lowest_kcal_mol=77.29 e_homo_ev="-8.8 / -8.2" orbital_gap_ha="0.2911 / 0.2346"
C -3.13393 -1.97769 2.79823 -1.7115 -1.8503 0.0461
O -3.97711 -1.83804 2.01570 -0.6832 -0.0982 -0.6452
S 0.40106 -0.97334 1.50381 1.2365 0.2706 -1.3099
S -0.57323 0.70917 1.89081 0.4054 1.2583 0.0684
Cl -1.92761 -0.96444 3.22582 0.9235 1.1050 1.4346
H 0.75378 -0.56153 0.24676 -0.1708 -0.6855 0.4060


6
Properties=species:S:1:pos:R:3:forces:R:3 method="wB97M-V/def2-TZVPD" lumo_ev="-10.89 / -12.69" multiplicity=6 e_homo_ev="-19.7 / -21.1" s_squared=8.79 orbital_gap_ha="0.3249 / 0.3106" charge=+2
O 2.37056 -0.06525 0.66883 0.5653 -0.1025 0.4346
C -0.03736 0.21621 0.05273 -4.0527 -1.2541 -1.1053
O -0.94676 -0.60979 0.01287 2.6615 1.9304 0.6817
Li -2.75412 -0.69511 0.04245 -1.0483 -0.2954 0.1235
Co 1.59577 -0.15118 -0.89857 1.8705 -0.5140 -0.9017
H -0.22809 1.30512 0.12169 0.0039 0.2356 0.7672


13
Properties=species:S:1:pos:R:3:forces:R:3 method="wB97M-V/def2-TZVPD" lumo_ev="-9.36 / -9.25" multiplicity=4 e_above_lowest_kcal_mol=0.00 e_homo_ev="-16.1 / -16.1" s_squared=3.75 orbital_gap_ha="0.2472 / 0.2519" charge=+2
Mg 0.02695 1.59372 3.11783 -0.4010 -0.2970 -0.5467
N 0.02559 0.14863 0.58681 0.8880 -0.9212 -1.0488
S -1.46454 0.78410 0.71992 -0.7252 0.6804 0.6279
O -1.40507 1.89065 1.81585 0.7093 -0.6727 -0.3003
S 0.50573 -0.56837 2.16244 0.2932 0.0064 -0.3445
O 2.31808 -3.22153 -0.03982 -0.9943 1.6615 -1.7145
C -1.40040 1.85355 -0.81383 -0.6137 0.8836 0.0617
F -1.26566 1.07936 -1.87974 0.2420 -0.5690 -0.2611
F -0.39758 2.70493 -0.75499 0.2274 -0.0584 0.1063
F -2.54174 2.51690 -0.89836 0.2916 -0.3224 0.1999
Er 1.33409 -1.41469 -0.67808 0.5657 -0.9857 1.8900
O 2.37124 -3.27809 -1.56176 -0.5229 1.1181 1.3405
H 1.89330 -4.08917 -1.77629 0.0399 -0.5237 -0.0103


8
Properties=species:S:1:pos:R:3:forces:R:3 method="wB97M-V/def2-TZVPD" lumo_ev="-12.75 / -12.50" multiplicity=8 e_above_lowest_kcal_mol=3.60 e_homo_ev="-22.7 / -22.8" s_squared=15.76 orbital_gap_ha="0.3672 / 0.3767" charge=+3
Li -4.22909 0.07234 0.83262 -0.6011 -0.0735 0.0511
O -1.54617 -0.51213 -0.12112 4.8171 -1.7989 -0.1827
H -1.78671 -1.55885 -0.66514 -1.0540 1.1212 1.0626
O 0.56600 -0.10914 0.16786 1.1146 0.2789 0.4257
O -2.87680 -0.91198 -0.16323 -3.2930 -0.4604 -0.4090
C -0.54517 0.32871 0.07028 -0.8697 -0.2645 -1.7631
F -0.84823 1.52800 -0.19686 -0.2035 1.2651 0.7004
Eu 3.06816 0.17516 -0.18752 0.0895 -0.0679 0.1148


6
Properties=species:S:1:pos:R:3:forces:R:3 method="wB97M-V/def2-TZVPD" lumo_ev=-1.44 e_above_lowest_kcal_mol=40.78 e_homo_ev=-10.1 orbital_gap_ha=0.3180
C -0.49929 0.00411 0.22106 0.8465 -0.3432 -4.6879
O 0.69478 -0.05944 0.81075 -0.1074 0.0596 0.2756
F -1.25318 0.94790 0.71670 -0.2923 -0.5283 0.6094
F -0.19312 0.56370 -1.24561 -1.0488 -0.9146 2.3674
I 2.23404 -0.44814 -0.40629 0.1976 -0.2197 0.3660
H -0.98324 -1.00813 -0.09661 0.4045 1.9463 1.0694


6
Properties=species:S:1:pos:R:3:forces:R:3 method="wB97M-V/def2-TZVPD" lumo_ev="-0.11 / -2.53" multiplicity=3 e_above_lowest_kcal_mol=44.84 e_homo_ev="-6.7 / -10.1" s_squared=2.01 orbital_gap_ha="0.2434 / 0.2768"
C -0.66662 -0.31214 -0.35378 0.3107 -3.3045 4.5441
F -0.17378 0.09686 -1.45879 0.6831 1.0197 -1.7029
F 1.41110 -2.17086 -0.01070 3.4514 0.6991 -0.2856
S -0.25780 -2.25012 0.04386 -4.2768 0.8233 -0.4596
I -2.72793 -0.11154 0.04421 -0.3762 0.1888 -0.5229
H -0.23865 0.03032 0.63210 0.2079 0.5736 -1.5731